{
  "formula": "C4H7NO3",
  "method": "wB97M-V/def2-TZVPD",
  "orbital_gap_ev": 10.39,
  "charge": 0,
  "e_above_lowest_kj_mol": 129.4,
  "spin_multiplicity": 1,
  "homo_energy_ev": -9.80,
  "smiles": "C/N=C(\\O)CC(=O)O",
  "symbols": ["O", "O", "O", "N", "C", "C", "C", "C", "H", "H", "H", "H", "H", "H", "H"],
  "coordinates": [[-1.79, 1.77, -0.60], [0.50, -1.66, 0.41], [-2.69, 0.15, 0.65], [0.99, 0.52, -0.26], [-1.85, 0.57, -0.32], [2.23, 0.54, 0.49], [-1.08, -0.53, -0.96], [0.22, -0.52, -0.24], [2.69, 1.53, 0.39], [-3.13, 0.97, 0.97], [2.94, -0.19, 0.09], [1.43, -1.72, 0.69], [-0.92, -0.30, -2.02], [-1.60, -1.48, -0.84], [2.06, 0.35, 1.55]],
  "mulliken_charge": [-0.566, -0.493, -0.462, -0.413, 0.539, -1.044, -0.280, 0.551, 0.257, 0.344, 0.361, 0.354, 0.236, 0.244, 0.374]
}